1.
{
  "formula": "C15H11N3Se3TeW",
  "method": "the ωB97M-V functional and the def2-TZVPD basis",
  "total_charge": 2,
  "spin_multiplicity": 3,
  "relative_energy_kcal_mol": 0.8,
  "gap_ev": [5.5283, 6.4657],
  "elements": ["W", "C", "C", "C", "C", "N", "C", "C", "C", "C", "C", "C", "N", "C", "C", "C", "C", "C", "N", "H", "H", "H", "H", "H", "H", "H", "H", "H", "H", "H", "Se", "Se", "Te", "Se"],
  "xyz": [[1.3706, 0.1749, 0.1951], [0.6115, 0.6595, 4.5481], [-0.7661, 0.5732, 4.6216], [-1.4896, 0.3860, 3.4534], [-0.8190, 0.2830, 2.2536], [0.5317, 0.3452, 2.1836], [1.2250, 0.5414, 3.3164], [-1.5091, 0.1147, 0.9592], [-2.8781, 0.0437, 0.7865], [-3.3866, -0.1105, -0.4933], [-2.5183, -0.2059, -1.5727], [-1.1609, -0.1351, -1.3458], [-0.6865, 0.0361, -0.0986], [-0.1129, -0.2852, -2.3803], [-0.3803, -0.4460, -3.7210], [0.6768, -0.6493, -4.5995], [1.9660, -0.7142, -4.1044], [2.1661, -0.5476, -2.7468], [1.1519, -0.3066, -1.9057], [1.2159, 0.8243, 5.4290], [-1.2777, 0.6607, 5.5711], [-2.5673, 0.3249, 3.4846], [2.2933, 0.6116, 3.2147], [-3.5429, 0.1064, 1.6348], [-4.4557, -0.1658, -0.6501], [-2.9006, -0.3454, -2.5729], [-1.3966, -0.4185, -4.0862], [0.4857, -0.7742, -5.6574], [2.8127, -0.8997, -4.7499], [3.1484, -0.6084, -2.3099], [2.0230, 2.5173, 0.0299], [4.0035, 1.2980, -0.4381], [3.9870, -0.6613, 1.2524], [2.1789, -2.2274, 0.4985]],
  "forces_ev_per_angstrom": [[0.1, 0.2, -0.2], [0.2, 0.0, 0.0], [-0.1, 0.0, 0.0], [0.0, 0.0, 0.1], [-0.2, 0.0, -0.2], [0.1, -0.1, 0.1], [-0.2, 0.0, 0.2], [-0.1, 0.0, 0.3], [-0.1, 0.0, 0.0], [0.0, 0.0, 0.0], [-0.1, 0.0, -0.1], [0.1, 0.0, -0.3], [0.4, 0.0, 0.0], [-0.3, 0.0, 0.2], [0.0, 0.0, -0.2], [-0.1, 0.0, -0.1], [0.1, 0.0, 0.1], [-0.1, 0.0, -0.3], [0.2, 0.0, 0.0], [0.0, 0.0, 0.0], [0.0, 0.0, 0.0], [0.0, 0.0, 0.0], [0.1, 0.0, 0.0], [0.0, 0.0, 0.0], [0.0, 0.0, 0.0], [0.0, 0.0, 0.0], [0.0, 0.0, 0.0], [0.0, 0.0, 0.0], [0.0, 0.0, 0.0], [0.1, 0.0, 0.0], [0.0, -0.3, 0.1], [-0.2, -0.2, 0.0], [0.3, 0.0, 0.1], [0.0, 0.4, 0.0]],
  "mulliken_spin": [1.904, -0.006, 0.014, 0.002, -0.008, -0.049, 0.007, 0.063, -0.018, 0.048, -0.020, 0.062, -0.061, -0.007, 0.005, 0.003, -0.003, -0.015, -0.035, 0.001, 0.000, 0.001, 0.002, 0.002, -0.001, 0.001, 0.000, 0.000, 0.002, 0.009, -0.108, 0.062, 0.093, 0.052]
}

---

2.
{
  "formula": "C15H12BrClFN2O4",
  "method": "the ωB97M-V functional and the def2-TZVPD basis",
  "total_charge": 1,
  "spin_multiplicity": 1,
  "gap_ev": 5.8156,
  "elements": ["O", "C", "Cl", "C", "C", "C", "C", "C", "O", "O", "F", "C", "C", "C", "C", "O", "Br", "N", "H", "H", "H", "H", "H", "H", "H", "N", "C", "C", "C", "C", "C", "H", "H", "H", "H", "H"],
  "xyz": [[2.3230, -2.2126, 0.1924], [1.6787, -1.0262, 0.1751], [1.5580, 0.0609, -1.3660], [0.8806, -0.4199, 1.5140], [-0.7189, -0.8415, 1.2661], [-0.9478, -2.4611, 0.9168], [-2.4915, -2.9551, 0.6685], [-2.9319, -4.5251, 0.3518], [-2.7926, -5.1197, -0.8473], [-3.5451, -5.2522, 1.5124], [-3.1690, -4.5402, 2.5822], [-3.6856, -1.8314, 0.7504], [-3.3238, -0.2395, 1.1114], [-4.5516, 0.8830, 1.2364], [-5.9193, 0.0635, 1.7252], [-7.0481, -0.0086, 0.9913], [-5.9389, -0.9332, 3.4809], [-1.8574, 0.1560, 1.3605], [1.0198, 0.7366, 1.6371], [1.2754, -0.9768, 2.4909], [-0.0364, -3.2014, 0.8505], [-4.7830, -2.2018, 0.5457], [-4.2187, 1.6952, 2.0147], [-4.7306, 1.3351, 0.1545], [-1.6162, 1.1614, 1.6134], [3.5369, 2.8089, -1.9172], [3.8593, 3.6909, -2.8885], [5.1443, 3.8624, -3.3781], [6.1637, 3.0859, -2.8375], [5.8633, 2.1700, -1.8345], [4.5474, 2.0678, -1.4130], [3.0301, 4.2757, -3.2759], [5.3454, 4.5843, -4.1615], [7.1837, 3.1933, -3.1949], [6.6353, 1.5504, -1.3923], [4.2618, 1.3649, -0.6353]],
  "forces_ev_per_angstrom": [[-4.7, 8.6, -0.1], [3.0, -5.5, 0.2], [0.2, -1.8, 2.6], [-0.8, -0.5, -0.4], [-1.5, -2.4, -0.6], [-4.0, 2.8, 0.2], [0.7, 3.9, 1.0], [0.7, -3.0, -5.7], [-1.2, 4.4, 9.0], [1.0, 0.6, -5.2], [0.6, 1.4, 2.5], [4.0, 1.1, 0.7], [1.2, -3.3, -0.4], [0.8, -1.2, -0.2], [-6.0, -0.2, -4.1], [8.3, 0.8, 4.9], [0.4, 1.2, -1.8], [-0.8, -4.1, -1.0], [-0.3, -2.3, -0.5], [-0.9, 1.1, -2.3], [-1.9, 1.8, 0.2], [2.3, 1.2, 0.5], [-0.9, -1.6, -1.5], [0.2, -1.0, 2.4], [-0.5, -1.8, -0.5], [0.9, 0.0, -0.3], [-0.3, -0.5, 0.6], [0.2, -0.2, 0.1], [0.0, 0.0, 0.0], [0.0, 0.2, -0.1], [-0.7, 0.5, -0.3], [0.1, 0.0, 0.0], [0.0, -0.1, 0.1], [-0.1, 0.0, 0.0], [-0.1, 0.1, 0.0], [0.1, 0.0, 0.0]],
  "lowdin_charge": [-0.053, -0.561, 0.593, -0.090, -0.045, 0.128, 0.021, -0.163, 0.063, 0.056, -0.033, 0.101, -0.041, -0.086, -0.622, -0.066, 0.673, 0.100, 0.131, 0.157, 0.140, 0.139, 0.138, 0.158, 0.175, 0.028, -0.150, -0.069, -0.070, -0.071, -0.181, 0.102, 0.106, 0.110, 0.105, 0.078]
}

---

3.
{
  "formula": "C15H12Cl2I2N4O3P",
  "method": "the ωB97M-V functional and the def2-TZVPD basis",
  "total_charge": 1,
  "spin_multiplicity": 1,
  "relative_energy_kcal_mol": 0.0,
  "gap_ev": 7.1911,
  "elements": ["O", "C", "O", "N", "C", "N", "I", "N", "C", "N", "P", "O", "I", "C", "C", "C", "C", "C", "C", "H", "H", "H", "H", "H", "H", "H", "H", "Cl", "C", "C", "Cl", "C", "C", "C", "C", "H", "H", "H", "H"],
  "xyz": [[1.3989, 2.6215, 3.2417], [0.9370, 3.0778, 2.2681], [1.2524, 2.5184, 0.9901], [1.9369, 1.3563, 1.1241], [3.2375, 1.0459, 1.3231], [4.2647, 1.8820, 1.4039], [4.2966, 3.8944, 1.2016], [3.3476, -0.2742, 1.4261], [2.1326, -0.7568, 1.2870], [1.2231, 0.1950, 1.1050], [-0.5571, -0.1751, 0.8950], [-1.1348, 1.1901, 0.2658], [-0.4002, -1.6418, -1.0704], [0.0293, 4.2213, 2.1392], [0.3799, 5.2623, 1.2765], [-0.4585, 6.3665, 1.1726], [-1.6265, 6.3973, 1.9233], [-1.9827, 5.3449, 2.7638], [-1.1505, 4.2409, 2.8763], [5.1577, 1.4418, 1.5532], [1.9140, -1.8056, 1.3356], [-0.5660, 1.5555, -0.4293], [1.2916, 5.2127, 0.7056], [-0.1759, 7.1678, 0.5130], [-2.2749, 7.2550, 1.8423], [-2.9063, 5.4061, 3.3130], [-1.3914, 3.4204, 3.5316], [-1.0988, -5.1550, -6.0844], [-1.3429, -5.8513, -4.5240], [-0.8051, -5.2753, -3.3831], [0.1336, -3.8177, -3.4773], [-1.0107, -5.8577, -2.1418], [-1.7578, -7.0179, -2.0380], [-2.3009, -7.5953, -3.1777], [-2.0931, -7.0134, -4.4165], [-0.5844, -5.4039, -1.2577], [-1.9150, -7.4715, -1.0693], [-2.8865, -8.5008, -3.1020], [-2.5132, -7.4607, -5.3060]],
  "forces_ev_per_angstrom": [[0.5, -0.9, 1.0], [-0.5, 0.7, -0.1], [0.4, -0.1, -0.3], [-0.1, 0.3, -0.4], [-0.3, 0.7, 0.0], [0.0, 0.3, 0.0], [0.0, -0.1, 0.0], [0.5, -0.6, 0.0], [0.5, 0.3, 0.2], [-0.3, -0.6, -0.2], [-0.9, -0.2, -0.1], [0.8, -0.1, 0.2], [0.1, 0.3, 0.3], [0.1, 0.2, -0.7], [-0.6, 0.0, 0.2], [0.2, -0.6, 0.3], [0.0, 0.0, -0.1], [0.3, 0.1, -0.3], [0.1, 0.4, 0.0], [0.1, -0.1, 0.0], [-0.3, -0.2, -0.1], [-0.4, 0.2, -0.2], [0.2, 0.0, -0.1], [-0.1, 0.2, -0.1], [-0.1, 0.1, 0.0], [-0.1, -0.1, 0.1], [-0.1, -0.1, 0.1], [0.0, 0.0, 0.0], [0.0, 0.0, -0.2], [0.0, 0.0, 0.1], [0.1, -0.1, -0.2], [0.0, 0.0, 0.1], [0.0, 0.0, -0.1], [0.0, 0.0, 0.0], [0.0, -0.1, 0.1], [0.0, 0.0, 0.0], [0.0, 0.0, 0.0], [0.0, 0.0, 0.0], [0.0, 0.1, -0.1]],
  "lowdin_charge": [0.200, -0.426, 0.011, -0.046, -0.421, -0.371, 1.035, 0.185, -0.170, -0.192, 0.585, -0.372, 0.519, -0.157, -0.021, -0.048, -0.052, -0.044, 0.000, 0.083, 0.128, 0.061, 0.084, 0.111, 0.112, 0.113, 0.126, 0.691, -0.686, -0.669, 0.564, -0.113, -0.076, -0.071, -0.099, 0.097, 0.109, 0.111, 0.111]
}

---

4.
{
  "formula": "C15H12FN3",
  "method": "the ωB97M-V functional and the def2-TZVPD basis",
  "smiles": "Cc1cc(F)cc(-c2ncc3ccc(C)nc3n2)c1",
  "spin_multiplicity": 1,
  "relative_energy_kcal_mol": 0.0,
  "gap_ev": 7.9708,
  "elements": ["C", "C", "C", "C", "F", "C", "C", "C", "N", "C", "C", "C", "C", "C", "C", "N", "C", "N", "C", "H", "H", "H", "H", "H", "H", "H", "H", "H", "H", "H", "H"],
  "xyz": [[-1.4991, 2.4346, 3.7284], [-1.9843, 1.2789, 2.8856], [-2.9919, 0.3489, 3.2887], [-3.4142, -0.7457, 2.4786], [-4.3491, -1.7202, 2.8391], [-2.8074, -0.9017, 1.2044], [-1.8941, 0.0356, 0.7197], [-1.1802, -0.1413, -0.5853], [-1.5164, -1.2282, -1.3379], [-0.6061, -1.6681, -2.2053], [0.7194, -1.2873, -2.1495], [1.7445, -1.8598, -2.9771], [2.9695, -1.1535, -3.0463], [3.1089, -0.0731, -2.1656], [4.4404, 0.6460, -2.1902], [2.1592, 0.4160, -1.3523], [1.0093, -0.1942, -1.3634], [0.1179, 0.2835, -0.4981], [-1.4063, 1.0184, 1.6089], [-0.5282, 2.2871, 4.1882], [-2.2776, 2.7496, 4.5561], [-1.3743, 3.2534, 3.0636], [-3.4269, 0.4124, 4.2881], [-2.9770, -1.7414, 0.6261], [-0.6758, -2.4977, -2.9229], [1.4266, -2.6007, -3.6402], [3.6981, -1.5818, -3.6572], [5.2475, -0.0232, -1.9356], [4.2720, 1.4874, -1.4615], [4.6367, 1.0830, -3.2312], [-0.6407, 1.6831, 1.2441]],
  "forces_ev_per_angstrom": [[-1.9, -0.1, 1.5], [-0.3, -2.4, -1.3], [-0.5, -0.8, 0.2], [1.4, 0.6, -1.2], [1.4, 1.7, 0.0], [-0.4, 1.5, 1.6], [0.1, 0.7, 1.3], [4.0, -2.6, 2.1], [-0.5, 0.4, -2.2], [-0.2, -0.9, 1.2], [1.2, -0.4, -1.5], [0.7, 3.5, 0.9], [-4.0, -2.3, 1.3], [0.5, 1.2, 0.3], [-1.2, 1.8, -0.4], [3.9, 0.1, -1.2], [-1.4, 0.1, 0.9], [-3.2, 0.9, -0.4], [-1.3, 0.9, 0.5], [0.1, -0.4, 0.2], [1.6, -0.7, -1.6], [0.0, 1.0, -0.4], [0.0, 0.2, -0.2], [-0.8, -1.5, -1.1], [-1.5, 0.1, 0.5], [0.1, -1.4, -0.9], [1.5, 0.0, -0.8], [0.3, 0.0, 0.2], [0.9, -0.8, -0.7], [-0.2, -0.6, 1.4], [0.2, 0.1, 0.0]],
  "lowdin_charge": [-0.059, -0.243, 0.024, -0.192, 0.015, 0.034, -0.148, -0.208, 0.135, -0.055, -0.161, 0.046, 0.001, -0.306, -0.040, 0.183, -0.347, 0.192, 0.002, 0.074, 0.119, 0.055, 0.112, 0.086, 0.126, 0.092, 0.093, 0.069, 0.091, 0.106, 0.104]
}

---

5.
{
  "formula": "C15H12FN3O",
  "method": "the ωB97M-V functional and the def2-TZVPD basis",
  "smiles": "O=C(Cc1ccc(F)cc1)Nc1ccc2[nH]ncc2c1",
  "spin_multiplicity": 1,
  "relative_energy_kcal_mol": 0.0,
  "gap_ev": 9.0327,
  "elements": ["O", "C", "C", "C", "C", "C", "C", "F", "C", "C", "N", "C", "C", "C", "C", "N", "N", "C", "C", "C", "H", "H", "H", "H", "H", "H", "H", "H", "H", "H", "H", "H"],
  "xyz": [[-1.6384, -2.3870, 1.0021], [-0.8327, -1.6630, 0.4608], [-1.1917, -0.7536, -0.7099], [-2.5089, -0.0875, -0.4233], [-3.6921, -0.8118, -0.5044], [-4.9043, -0.2182, -0.2051], [-4.9177, 1.1114, 0.1737], [-6.0988, 1.7026, 0.4597], [-3.7566, 1.8555, 0.2664], [-2.5518, 1.2435, -0.0297], [0.4466, -1.6012, 0.9225], [1.5674, -0.9100, 0.4289], [1.8898, -0.9731, -0.9426], [2.9871, -0.3275, -1.4592], [3.7881, 0.3850, -0.5708], [4.9215, 1.1127, -0.7378], [5.3662, 1.6130, 0.4214], [4.5419, 1.2261, 1.3594], [3.4963, 0.4333, 0.8157], [2.3729, -0.2235, 1.3166], [-0.4142, -0.0072, -0.8662], [-1.2816, -1.3778, -1.6020], [-3.6610, -1.8514, -0.7895], [-5.8293, -0.7698, -0.2605], [-3.8030, 2.8899, 0.5685], [-1.6359, 1.8122, 0.0446], [0.5803, -2.0851, 1.8025], [1.2665, -1.5671, -1.5921], [3.2260, -0.3838, -2.5097], [5.4270, 1.2956, -1.5887], [4.7016, 1.5136, 2.3788], [2.1386, -0.1959, 2.3699]],
  "forces_ev_per_angstrom": [[-0.2, -0.1, 0.0], [0.1, 0.1, -0.2], [-0.2, -0.1, 0.2], [0.0, 0.0, -0.1], [0.0, 0.2, 0.0], [-0.1, 0.2, 0.0], [0.1, 0.0, 0.0], [0.1, -0.1, 0.0], [-0.3, 0.0, 0.1], [0.0, -0.2, -0.1], [0.3, -0.3, 0.6], [0.2, 0.3, 0.0], [0.2, 0.0, 0.0], [-0.1, 0.0, -0.1], [-0.3, -0.1, 0.6], [-0.1, -0.1, -0.2], [0.5, 0.4, 0.2], [0.0, -0.1, -0.2], [0.1, -0.1, -0.7], [-0.1, -0.1, -0.3], [-0.1, -0.1, -0.1], [0.1, 0.0, 0.0], [0.0, -0.1, 0.0], [-0.1, 0.0, 0.0], [0.0, 0.1, 0.0], [0.1, 0.1, 0.0], [-0.1, 0.0, -0.2], [-0.1, -0.1, -0.1], [0.0, 0.0, -0.1], [0.0, 0.0, 0.2], [0.1, 0.1, 0.2], [-0.1, 0.0, 0.1]],
  "lowdin_charge": [0.076, -0.460, -0.061, -0.229, -0.028, 0.002, -0.278, 0.052, -0.008, -0.030, 0.123, -0.250, -0.031, -0.002, -0.208, 0.025, 0.042, -0.097, -0.155, 0.041, 0.104, 0.133, 0.119, 0.118, 0.116, 0.115, 0.157, 0.115, 0.112, 0.158, 0.107, 0.123]
}

---

6.
{
  "formula": "C15H12N3O6",
  "method": "the ωB97M-V functional and the def2-TZVPD basis",
  "smiles": "O=[N+]([O-])c1ccc([C@@H](C=[N+]([O-])[O-])[C@H](c2ccccc2)[N+](=O)[O-])cc1",
  "total_charge": -1,
  "spin_multiplicity": 1,
  "gap_ev": 5.1191,
  "elements": ["O", "N", "O", "C", "C", "C", "C", "C", "C", "N", "O", "O", "C", "C", "C", "C", "C", "C", "C", "N", "O", "O", "C", "C", "H", "H", "H", "H", "H", "H", "H", "H", "H", "H", "H", "H"],
  "xyz": [[-2.1315, -0.8526, -5.9782], [-1.2361, -1.5782, -5.4832], [-0.9144, -2.7205, -5.8803], [-0.5651, -1.0512, -4.3580], [0.3576, -1.8236, -3.6419], [0.8700, -1.3756, -2.4232], [0.4325, -0.1429, -1.8489], [0.7469, 0.1669, -0.3573], [0.9979, 1.5871, -0.0342], [1.6838, 1.8907, 1.1159], [1.5988, 3.0913, 1.5281], [2.4105, 1.0321, 1.6778], [-0.3870, -0.1310, 0.8409], [-0.3915, 0.1740, 2.3259], [0.1739, -0.7308, 3.2218], [0.5673, -0.3351, 4.4984], [0.2931, 0.9506, 4.9535], [-0.4710, 1.8143, 4.1461], [-0.8467, 1.4250, 2.8492], [-0.8418, -1.5879, 0.6303], [-1.7073, -1.7688, -0.2448], [-0.2230, -2.5123, 1.1787], [-0.4499, 0.6716, -2.6167], [-0.9692, 0.1923, -3.8418], [0.6486, -2.7930, -4.0062], [1.5848, -1.9645, -1.8412], [1.4673, -0.5708, 0.0249], [0.6356, 2.3848, -0.6582], [-1.0490, 0.5577, 0.3164], [0.4345, -1.7053, 2.8506], [1.1734, -1.0009, 5.0946], [0.6987, 1.3227, 5.9035], [-0.6758, 2.8435, 4.4802], [-1.4018, 2.1245, 2.2072], [-0.7831, 1.6681, -2.2467], [-1.7313, 0.7476, -4.3833]],
  "forces_ev_per_angstrom": [[1.5, -1.8, 0.3], [-1.2, -0.7, -1.8], [-0.9, 2.1, 0.3], [0.7, 0.9, 2.4], [0.3, 0.3, 0.3], [-0.5, 1.1, 0.4], [-1.3, -0.4, 0.6], [1.3, -0.7, 1.7], [1.3, -0.2, 0.3], [-0.3, 1.0, -1.7], [0.4, -0.6, 0.2], [-0.6, 0.2, 0.2], [-2.2, -0.6, -1.8], [0.7, 0.9, 0.4], [0.7, 0.4, 0.3], [-0.4, 0.3, -0.1], [-0.3, 0.5, -0.3], [0.1, -0.2, -0.3], [0.6, -0.5, -0.4], [-0.5, -0.3, -1.3], [1.0, 0.0, 1.3], [-0.9, 1.0, -1.1], [0.0, -0.5, -0.2], [0.5, 0.2, 0.6], [0.0, -0.1, -0.2], [-0.4, 0.0, -0.3], [0.8, 0.7, -0.7], [-0.1, 0.2, 0.3], [-1.3, -0.7, 0.6], [0.3, 0.1, 0.2], [-0.1, -0.2, 0.1], [-0.3, -0.3, -0.4], [0.0, -0.7, -0.2], [0.5, -0.3, 0.2], [0.2, -1.0, -0.2], [0.3, 0.0, 0.2]],
  "lowdin_charge": [0.036, -0.325, 0.048, -0.183, 0.010, -0.004, -0.125, -0.180, -0.119, -0.464, -0.106, -0.051, -0.089, -0.169, -0.042, -0.084, -0.096, -0.086, -0.031, -0.322, 0.035, 0.022, 0.002, 0.016, 0.111, 0.120, 0.126, 0.093, 0.128, 0.088, 0.094, 0.097, 0.102, 0.115, 0.121, 0.112]
}